# 1
{"formula": "C29H48ClF9N2O8S", "method": "ωB97M-V/def2-TZVPD", "species": ["C", "C", "C", "Cl", "C", "C", "C", "C", "C", "C", "O", "O", "C", "O", "C", "C", "C", "C", "F", "F", "C", "F", "F", "S", "F", "F", "F", "F", "F", "C", "C", "O", "H", "H", "H", "H", "H", "H", "H", "H", "H", "H", "H", "H", "H", "H", "H", "H", "H", "H", "C", "O", "C", "C", "N", "C", "C", "O", "C", "H", "H", "H", "H", "H", "H", "H", "H", "H", "H", "H", "H", "H", "H", "H", "C", "O", "C", "C", "N", "C", "C", "O", "C", "H", "H", "H", "H", "H", "H", "H", "H", "H", "H", "H", "H", "H", "H", "H"], "positions_angstrom": [[2.828935, 1.049966, 3.479065], [3.278408, 1.801407, 2.138537], [2.542937, 3.210126, 1.941858], [2.437384, 3.471424, 0.091769], [1.052294, 3.271779, 2.478853], [0.539405, 4.151191, 3.451515], [1.453587, 5.255791, 4.125051], [1.644864, 5.020700, 5.727845], [0.918939, 6.246131, 6.508921], [0.664335, 5.946738, 8.048733], [-0.164670, 5.137194, 8.478617], [1.434531, 6.725150, 8.984725], [-1.018122, 4.025002, 3.823099], [-1.313021, 4.374605, 4.998784], [-2.080511, 3.459336, 2.782492], [-3.644035, 3.833129, 2.820345], [-4.241225, 3.701178, 4.325745], [-5.842383, 3.784500, 4.356314], [-6.401220, 4.168867, 3.095763], [-6.119985, 4.925713, 5.194286], [-6.583589, 2.573862, 5.057481], [-7.961684, 2.905049, 5.188559], [-6.105081, 2.516269, 6.398756], [-6.414362, 0.884847, 4.318061], [-7.932934, 1.061366, 3.618126], [-5.729760, 1.400035, 2.904491], [-4.964559, 0.562118, 5.054146], [-7.195319, 0.264952, 5.680903], [-6.388339, -0.660656, 3.711858], [-1.555629, 2.572092, 1.798381], [0.014186, 2.230761, 1.837219], [0.338499, 1.121567, 1.369095], [3.588936, 0.252812, 3.770735], [2.710273, 1.856161, 4.287875], [1.822200, 0.531813, 3.365788], [3.029022, 1.128574, 1.247483], [4.419127, 1.953674, 2.151261], [3.229526, 4.030642, 2.312178], [2.443369, 5.448311, 3.608120], [0.865253, 6.245664, 4.051939], [2.738682, 4.920605, 6.026990], [1.053954, 4.085883, 6.041945], [-0.088649, 6.416090, 5.979786], [1.491804, 7.232709, 6.383135], [2.282644, 6.879667, 8.501954], [-4.170135, 3.161188, 2.072758], [-3.716233, 4.911524, 2.451941], [-3.802713, 4.606494, 4.883579], [-3.813939, 2.786347, 4.843982], [-2.198139, 2.066841, 1.014826], [-1.733267, 0.553545, -4.233462], [-1.351675, -0.595586, -3.495584], [-0.656334, -1.575845, -4.270024], [0.831748, -1.605185, -3.917538], [1.523568, -0.406493, -4.386588], [2.854633, -0.207605, -3.807891], [2.979001, -0.113845, -2.277549], [2.428905, 1.070623, -1.715158], [1.018358, 1.046850, -1.554967], [-2.454019, 1.113021, -3.633499], [-0.876737, 1.205633, -4.422713], [-2.208784, 0.280901, -5.181461], [-0.813809, -1.439232, -5.345277], [-1.087119, -2.543503, -3.997807], [1.292303, -2.485212, -4.375232], [0.901904, -1.712634, -2.829125], [0.963634, 0.408752, -4.165736], [3.242600, 0.724115, -4.232210], [3.508438, -1.015553, -4.164780], [4.049495, -0.070889, -2.048632], [2.600662, -1.001833, -1.761269], [0.643072, 0.052862, -1.294981], [0.535394, 1.417410, -2.462054], [0.753476, 1.730068, -0.752076], [1.463571, -8.081304, -7.747126], [1.311991, -8.630439, -6.447753], [2.545511, -8.824179, -5.754501], [2.718127, -7.794716, -4.635699], [2.958264, -6.454915, -5.165391], [2.804356, -5.377161, -4.184881], [1.454533, -5.236049, -3.460536], [0.386380, -4.793111, -4.289788], [-0.201823, -5.807630, -5.090546], [0.515038, -8.201232, -8.274191], [1.689351, -7.012884, -7.702059], [2.242972, -8.601761, -8.313209], [3.403961, -8.829305, -6.434326], [2.486830, -9.816043, -5.296063], [3.564323, -8.086288, -4.005238], [1.810453, -7.831090, -4.023320], [2.313212, -6.277529, -5.926483], [2.996538, -4.440712, -4.718883], [3.597673, -5.481937, -3.432176], [1.579454, -4.450028, -2.707858], [1.169283, -6.135073, -2.905719], [-0.225302, -6.777797, -4.585573], [0.323194, -5.882087, -6.044488], [-1.230193, -5.514284, -5.314248]], "forces_ev_per_a": [[-0.1, 0.6, -0.1], [-0.2, -0.8, 0.1], [-0.1, -0.8, -0.2], [0.2, 0.4, 1.4], [-1.2, 0.6, 0.8], [0.9, -1.3, -2.3], [-1.3, 0.6, 1.0], [-1.1, 0.2, 0.2], [0.1, 0.1, -0.3], [-1.4, -1.1, 1.2], [2.6, 2.6, -1.5], [-0.2, -1.5, -2.5], [0.3, 0.8, 2.4], [0.3, -1.0, -3.9], [1.1, -1.7, -1.8], [1.1, -0.1, 0.5], [0.6, 0.6, -0.9], [1.0, 2.8, 0.0], [1.0, -1.5, 2.6], [0.0, -2.3, -1.3], [-1.7, 2.7, 3.0], [3.2, -0.9, -0.5], [-0.7, 0.0, -3.2], [-2.2, -4.2, -0.4], [2.5, -0.3, 0.7], [-0.5, -0.4, 2.3], [-1.9, 1.0, -1.5], [1.3, 1.0, -2.1], [0.2, 2.4, 0.8], [0.4, 2.3, 2.6], [-0.5, -1.5, -0.7], [-0.5, 3.2, 1.5], [-0.9, 1.2, -0.3], [0.3, -1.4, -0.8], [1.3, 0.8, 0.0], [0.4, 1.1, 1.2], [-1.8, 0.0, -0.1], [-1.3, -0.9, -0.3], [-1.4, -0.7, 0.5], [0.9, -1.5, -0.1], [-1.4, 0.1, -0.4], [1.1, 1.3, -0.5], [1.4, -0.5, 1.2], [-0.6, -1.5, 0.2], [-0.8, 0.3, 0.7], [0.7, 0.8, 1.0], [-0.1, -1.4, 0.6], [-1.1, -1.5, -0.6], [-0.9, 1.0, -0.7], [1.0, 0.5, 1.1], [0.0, -0.1, 0.3], [-0.1, 0.2, -0.5], [0.3, -0.4, 0.4], [-0.2, 0.3, -0.2], [0.0, 0.1, 0.2], [-0.2, 0.0, 0.0], [0.4, 0.3, -0.2], [-0.1, -0.5, 0.0], [0.0, 0.2, -0.2], [0.1, -0.1, 0.0], [0.0, 0.1, -0.2], [0.1, 0.0, 0.0], [0.1, 0.2, 0.1], [0.1, 0.0, 0.0], [-0.1, 0.0, 0.0], [-0.1, -0.2, 0.0], [0.0, -0.1, 0.0], [0.1, -0.1, 0.1], [-0.1, 0.0, 0.1], [-0.1, 0.0, 0.0], [-0.2, 0.0, 0.0], [0.0, 0.0, -0.1], [-0.2, -0.2, 0.0], [0.2, -0.1, -0.2], [-0.2, -0.1, 0.1], [0.4, 0.1, -0.3], [-0.2, 0.0, 0.6], [0.0, 0.0, -0.5], [-0.2, 0.0, 0.1], [0.0, -0.1, -0.1], [0.2, 0.4, 0.0], [0.0, -0.4, 0.1], [-0.1, 0.3, -0.1], [0.0, 0.0, 0.1], [0.1, 0.0, -0.1], [0.0, 0.1, 0.0], [-0.1, 0.2, -0.1], [0.0, 0.0, 0.0], [0.0, 0.0, 0.0], [0.0, -0.2, 0.1], [0.1, -0.1, 0.1], [0.0, 0.0, 0.1], [-0.1, 0.0, 0.0], [0.0, 0.0, -0.1], [0.0, -0.1, -0.1], [0.1, 0.0, -0.1], [0.0, -0.3, 0.0], [0.1, 0.1, 0.1]], "max_force_ha_per_bohr": 0.093, "lumo_ha": -0.0557, "orbital_gap_ha": 0.2545}

***

# 2
{"formula": "C29H48F3O14SY", "method": "ωB97M-V/def2-TZVPD", "species": ["Y", "C", "F", "F", "F", "S", "O", "O", "O", "C", "C", "C", "O", "C", "H", "H", "H", "H", "H", "H", "H", "H", "C", "C", "C", "O", "C", "H", "H", "H", "H", "H", "H", "H", "H", "C", "C", "C", "O", "C", "H", "H", "H", "H", "H", "H", "H", "H", "O", "C", "O", "C", "C", "C", "H", "H", "H", "H", "H", "H", "O", "C", "O", "C", "C", "C", "H", "H", "H", "H", "H", "H", "O", "C", "O", "C", "C", "C", "H", "H", "H", "H", "H", "H", "O", "C", "O", "C", "C", "C", "H", "H", "H", "H", "H", "H"], "positions_angstrom": [[1.514569, -1.083917, 4.797887], [-1.108804, -1.058873, 0.960600], [-0.589236, -2.253864, 0.639036], [-1.637391, -0.499765, -0.106672], [-2.013126, -1.156800, 1.920831], [0.308609, -0.015468, 1.538531], [1.167736, 0.069282, 0.401975], [-0.263641, 1.212325, 1.989268], [0.916789, -0.795207, 2.693916], [-0.219759, -1.093863, -3.216592], [0.206360, -1.437248, -4.658176], [0.757909, -0.087024, -5.133211], [0.010038, 0.918010, -4.418133], [-0.877258, 0.253338, -3.495802], [0.673966, -1.016143, -2.594949], [-0.941363, -1.798218, -2.799321], [-0.677837, -1.704776, -5.241021], [0.931501, -2.241408, -4.787391], [0.641676, 0.069604, -6.206607], [1.819236, 0.029682, -4.904557], [-1.869030, 0.169732, -3.952374], [-0.969721, 0.881679, -2.602276], [-3.950320, 1.737663, 1.102498], [-4.492516, 1.065732, 2.364969], [-4.206576, 2.111327, 3.420924], [-4.448311, 3.350514, 2.801526], [-4.267853, 3.221870, 1.372784], [-4.421575, 1.380349, 0.193692], [-2.869695, 1.589864, 1.177725], [-4.042542, 0.094557, 2.591667], [-5.549683, 0.807836, 2.247963], [-3.176010, 2.020192, 3.810962], [-4.843216, 1.997792, 4.302374], [-3.435306, 3.867214, 1.090404], [-5.207199, 3.532160, 0.919130], [-4.284135, -4.922924, -0.064439], [-3.025833, -4.050894, -0.329804], [-2.127283, -4.941765, -1.179474], [-2.443818, -6.251046, -0.766220], [-3.843997, -6.286999, -0.626073], [-5.134441, -4.508221, -0.599024], [-4.512376, -5.007081, 0.993140], [-2.588490, -3.817311, 0.647539], [-3.223144, -3.097259, -0.821583], [-1.062194, -4.749679, -1.039086], [-2.336584, -4.738591, -2.239188], [-4.108101, -7.090547, 0.069893], [-4.393688, -6.585710, -1.525267], [2.852592, 0.641703, 3.864120], [3.363177, 1.507754, 3.127394], [2.955608, 2.714058, 3.238381], [3.679193, 3.612168, 2.314851], [4.258288, 2.665907, 1.266337], [4.364025, 1.315303, 2.037484], [4.385175, 4.257349, 2.833197], [2.929731, 4.283237, 1.899334], [5.235516, 3.017445, 0.942822], [3.618450, 2.624745, 0.394806], [5.366437, 1.058182, 2.365371], [3.986984, 0.555266, 1.345734], [0.598989, -3.001631, 4.055615], [0.094478, -4.084936, 3.656727], [0.866332, -5.088694, 3.456115], [0.077234, -6.286315, 3.061053], [-1.249043, -5.728348, 2.561035], [-1.315980, -4.332037, 3.231946], [-0.062417, -6.876407, 3.966101], [0.690931, -6.859930, 2.377668], [-2.045648, -6.362082, 2.947776], [-1.384415, -5.722817, 1.479759], [-1.981879, -4.364841, 4.096609], [-1.651992, -3.577180, 2.525274], [1.667721, 5.372636, -3.210370], [0.865131, 5.080695, -2.388970], [-0.396917, 4.698861, -2.697941], [-1.170308, 4.376367, -1.505526], [-0.125220, 4.219354, -0.396831], [1.013367, 5.121860, -0.867833], [-1.675815, 3.425071, -1.646617], [-1.849425, 5.214983, -1.377398], [0.182625, 3.186369, -0.249516], [-0.444854, 4.593288, 0.579300], [2.024063, 4.754086, -0.667857], [0.984097, 6.133871, -0.468670], [7.474970, 2.261079, -1.698838], [6.334302, 2.256471, -2.014322], [5.418671, 1.471121, -1.365258], [4.118697, 1.671495, -1.945297], [4.158176, 3.050648, -2.560727], [5.613690, 3.096785, -3.040210], [3.382263, 1.481186, -1.163516], [3.897230, 0.875889, -2.659114], [3.953643, 3.875097, -1.875605], [3.437509, 3.129180, -3.374418], [6.053918, 4.069083, -3.213560], [5.664361, 2.526505, -3.978410]], "forces_ev_per_a": [[-0.2, 0.7, -4.9], [1.1, 0.3, -0.2], [-0.5, -0.1, 0.2], [0.0, -0.2, 0.2], [-0.2, -0.5, 0.1], [-0.4, 1.6, -1.4], [0.5, -0.6, 0.4], [-0.2, -0.1, 0.7], [0.1, -0.7, 1.9], [-0.4, -0.2, -1.0], [0.1, 0.1, 0.0], [-0.4, 0.0, 0.0], [-0.1, -0.4, 0.3], [0.8, 0.6, 0.2], [-0.2, 0.2, 0.2], [0.2, -0.1, 0.1], [0.0, 0.0, 0.0], [0.0, 0.0, 0.2], [-0.1, 0.0, 0.0], [0.1, 0.0, 0.1], [0.0, -0.3, 0.1], [0.1, 0.0, -0.1], [0.0, 0.3, 1.0], [-0.4, -0.8, -0.2], [-0.3, -0.4, 0.5], [0.2, 0.0, -0.1], [0.1, -0.4, 0.6], [0.4, -0.1, -0.2], [0.0, 0.1, -0.8], [0.3, 0.2, -0.1], [-0.1, 0.5, 0.2], [0.1, 0.1, -0.4], [-0.2, 0.2, -0.1], [-0.2, 0.1, -0.2], [0.1, 0.1, -0.2], [0.6, 0.2, -0.9], [-0.3, 0.3, 0.6], [0.1, 0.7, 0.0], [0.4, -0.1, -0.3], [-1.3, -0.8, 0.8], [-0.2, -0.2, 0.1], [-0.1, 0.2, 0.1], [0.2, 0.0, -0.2], [-0.2, -0.1, 0.0], [0.0, -0.2, 0.1], [-0.1, -0.4, 0.0], [0.3, 0.1, 0.1], [0.4, 0.4, -0.4], [-0.7, -2.0, 1.7], [0.2, 0.1, -0.3], [0.2, 0.7, 0.4], [-0.5, 0.4, -0.9], [0.9, 0.3, 1.0], [-0.8, 0.5, -1.5], [0.1, -0.5, 0.5], [-0.2, -0.2, 0.1], [0.0, -0.1, -0.1], [-0.2, -0.3, 0.1], [0.0, 0.0, 0.2], [0.2, -0.4, 0.4], [0.4, 0.8, 1.5], [0.4, 0.0, -0.9], [0.0, -0.1, 0.4], [-0.1, -0.1, 0.1], [-0.3, -0.2, 0.4], [-0.2, -0.7, -0.3], [0.2, 0.1, 0.1], [0.0, 0.2, -0.2], [-0.1, 0.0, -0.1], [0.3, 0.2, 0.0], [0.0, 0.3, 0.0], [0.0, 0.3, 0.3], [0.6, 0.0, -0.5], [-0.9, 0.6, 0.7], [-0.2, -0.6, 0.3], [1.0, 0.1, -0.3], [0.2, 1.0, 0.9], [0.7, -0.9, -0.5], [-0.3, 0.2, -0.4], [-0.2, -0.2, 0.3], [0.0, -0.1, -0.3], [-0.4, -0.3, -0.1], [-0.1, -0.1, 0.2], [-0.3, 0.1, -0.3], [0.7, -0.1, 0.2], [-0.4, 0.6, 0.1], [-0.2, -0.3, 0.0], [-0.3, -0.5, 0.5], [-0.1, 0.2, -0.6], [-0.5, -0.7, -0.5], [0.0, 0.4, 0.1], [0.4, 0.1, -0.4], [0.0, -0.2, 0.2], [0.1, 0.1, 0.0], [0.1, 0.1, 0.2], [0.2, 0.2, 0.0]], "max_force_ha_per_bohr": 0.096, "lumo_ha": -0.3444, "e_above_lowest_kj_mol": 0.0, "orbital_gap_ha": 0.1238, "total_charge": 2}